# C23H57Br3O26S8

9 unconnected molecules or ions with the total composition C23H57Br3O26S8 (ωB97M-V/def2-TZVPD, the OMol25 dataset).

The geometry in XYZ format:
```
117
Properties=species:S:1:pos:R:3:forces:R:3:lowdin_charge:R:1
O 8.6658 -10.7466 -0.2157 -1.6 -0.7 0.1 -0.2993
S 7.4354 -11.4952 -0.4276 -0.8 0.3 -2.2 0.7025
O 7.1553 -12.7177 0.2968 -0.1 1.9 -0.3 -0.2856
O 6.0557 -10.4774 -0.4219 0.5 -1.7 0.9 -0.3031
C 6.2892 -9.0889 -0.7254 1.2 -0.6 -0.5 -0.2821
C 6.8595 -8.4713 0.5029 0.4 0.2 1.3 -0.0873
C 7.2578 -11.8969 -2.2416 -0.1 0.0 1.1 -0.0945
H 5.4033 -8.5362 -1.0379 -0.5 -0.8 0.0 0.1237
H 6.9332 -9.1441 -1.6031 0.4 0.7 0.0 0.1055
H 7.3241 -9.2317 1.1306 0.3 0.0 -0.3 0.0655
H 6.0399 -8.1503 1.1457 0.0 0.6 -0.1 0.0822
H 7.6245 -7.7123 0.3388 -0.4 0.2 0.0 0.0890
H 7.2968 -12.9857 -2.2728 0.5 0.1 -0.3 0.0591
H 8.0060 -11.3506 -2.8160 0.1 -0.4 0.1 0.0635
H 6.2573 -11.6069 -2.5624 0.1 0.1 0.2 0.0609
O 5.0152 2.5522 -6.7327 -0.5 0.4 -0.8 -0.3011
S 3.6691 2.8259 -7.1763 -1.4 -1.9 2.8 0.6658
O 3.1987 4.1769 -7.3545 0.7 -1.1 -1.6 -0.2886
O 3.3123 1.7507 -8.3803 0.5 1.8 0.1 -0.2710
C 3.5126 0.3556 -8.0792 -1.5 -0.6 1.2 -0.2781
C 3.0628 -0.5219 -9.2358 0.2 0.3 -0.9 -0.0626
C 2.4749 2.2316 -5.8187 1.2 0.6 -1.4 -0.0868
H 2.7823 0.0901 -7.3149 -0.2 0.3 0.4 0.0932
H 4.4470 0.1526 -7.5558 0.5 0.1 -0.9 0.1217
H 2.6166 -1.4534 -8.8874 0.7 -0.2 0.2 0.0797
H 3.8279 -0.6761 -9.9967 0.1 -0.3 0.2 0.0762
H 2.2185 -0.1013 -9.7821 0.0 0.6 0.2 0.0817
H 2.2136 3.2212 -5.4438 -0.2 -0.4 0.4 0.0517
H 3.0127 1.5958 -5.1155 -0.1 0.2 -0.1 0.0612
H 1.6288 1.7302 -6.2887 0.1 0.1 0.1 0.0569
O 6.7439 4.4882 1.1652 1.7 1.7 0.5 -0.3099
S 7.4009 5.6853 1.6991 -2.5 0.9 0.8 0.7125
O 8.7839 5.7667 2.1239 -1.6 -0.2 -1.2 -0.2859
O 7.0444 6.9954 0.6807 1.6 -2.6 1.3 -0.2512
C 5.7531 6.9493 0.1231 -1.6 0.3 -0.9 -0.3514
C 5.7511 7.9772 -0.9512 -0.4 1.7 0.0 -0.0804
C 6.3263 6.2909 3.1200 1.5 -0.4 -0.7 -0.0920
H 5.0071 7.3272 0.8223 0.0 -0.2 0.5 0.1058
H 5.3363 6.0173 -0.2585 1.0 -0.6 0.3 0.1231
H 6.4915 7.9132 -1.7486 0.0 -0.3 0.2 0.0893
H 5.8862 8.8902 -0.3713 0.5 0.5 -0.5 0.0806
H 4.7529 8.1373 -1.3587 0.0 -0.5 -0.3 0.0851
H 6.9016 7.1078 3.5557 -0.1 -0.1 0.0 0.0617
H 6.2600 5.4584 3.8205 -0.2 0.1 -0.1 0.0634
H 5.3586 6.6574 2.7773 0.2 -0.4 -0.1 0.0496
O -3.7400 4.9554 -5.5522 -3.4 1.1 -0.5 -0.3203
S -5.1311 5.4967 -5.5422 1.4 -0.7 1.9 0.6902
O -5.6530 6.4219 -6.5149 0.5 -1.3 0.2 -0.2846
O -6.2309 4.2491 -5.3287 2.3 2.1 -0.7 -0.2715
C -5.7258 3.1321 -4.5786 -0.9 -1.7 -0.3 -0.2982
C -6.8593 2.7058 -3.7150 -2.2 -0.6 0.9 -0.0922
C -5.4043 6.2755 -3.9130 0.5 -0.1 -1.4 -0.1057
H -4.8159 3.1833 -3.9806 0.2 0.9 -0.6 0.1227
H -5.6379 2.3279 -5.3092 0.7 0.1 -0.1 0.1225
H -7.7925 3.1074 -4.1100 0.0 0.2 -0.2 0.0835
H -6.8898 2.9654 -2.6568 0.6 0.3 0.0 0.0755
H -7.0821 1.6391 -3.7424 0.6 -0.2 0.0 0.0776
H -4.6446 7.0527 -3.8294 0.1 -0.1 0.1 0.0686
H -5.2832 5.4963 -3.1605 -0.3 0.3 0.1 0.0624
H -6.3749 6.7589 -4.0244 -0.1 -0.4 0.5 0.0694
O -7.9186 -1.9991 2.3759 -3.2 -1.1 2.0 -0.3464
S -9.1037 -2.4363 3.1977 0.6 0.2 -1.4 0.7448
O -10.2081 -3.2257 2.5720 2.8 2.5 2.0 -0.3103
O -8.5738 -3.3360 4.4511 -1.7 1.0 -1.3 -0.2933
C -7.2766 -3.0614 4.9497 1.1 -1.1 0.7 -0.2821
C -6.4048 -4.0985 4.2464 0.6 0.3 -1.0 -0.0682
C -9.6017 -0.8994 4.2414 -0.2 -0.5 -1.1 -0.0799
H -7.3574 -3.1401 6.0339 0.0 -0.4 0.0 0.1211
H -6.9049 -2.0472 4.8032 -0.3 0.0 -0.6 0.1143
H -6.4465 -3.7752 3.2063 0.4 0.1 -0.2 0.0615
H -6.7777 -5.1183 4.1519 -0.5 0.1 0.9 0.0836
H -5.3496 -4.1689 4.5107 -0.1 0.3 0.4 0.0781
H -10.3825 -0.2902 3.7860 -0.3 -0.6 -0.3 0.0571
H -8.7576 -0.2099 4.2421 0.4 -0.6 0.2 0.0565
H -9.9292 -1.2145 5.2322 0.2 -0.2 -0.2 0.0633
O 0.6960 1.9936 2.6774 0.0 0.1 -0.9 -0.2922
S -0.2256 2.0263 1.5694 -1.4 -1.2 1.9 0.6410
O -0.2682 3.1525 0.6782 0.2 -1.4 0.1 -0.2645
O -0.1787 0.5774 0.7919 -0.4 2.8 -0.8 -0.2640
C 0.3468 -0.5339 1.4421 0.4 -1.4 0.9 -0.3371
C 1.7438 -0.8146 0.9907 0.3 -0.1 0.3 -0.0651
C -1.9066 1.7554 2.2233 -0.1 0.6 -2.3 -0.1128
H -0.3225 -1.3694 1.2368 -0.1 0.0 -0.2 0.1278
H 0.3903 -0.4487 2.5279 -0.4 0.5 0.1 0.1144
H 2.1719 -1.4549 1.7619 0.3 -0.3 -0.3 0.0836
H 2.2882 0.1286 1.0366 0.2 -0.1 -0.3 0.0850
H 1.7893 -1.2808 0.0065 0.2 0.2 0.1 0.0836
H -2.3377 2.7245 2.4745 0.2 -0.3 1.0 0.0686
H -2.1017 0.8423 2.7857 0.6 0.6 0.6 0.0760
H -2.4239 1.5527 1.2855 -0.1 -0.1 -0.3 0.0558
C -0.4705 8.8436 5.9545 -0.3 1.1 0.2 -1.4554
Br 0.0911 9.6159 4.2202 -0.4 -0.5 1.0 0.5126
Br -2.2736 9.5841 6.5131 1.5 -0.4 -0.3 0.4824
Br 0.9860 9.1686 7.3161 -1.4 -0.4 -1.1 0.4915
H -0.6997 7.7856 5.8277 0.6 0.3 0.1 -0.0310
C -3.8680 -5.6824 -5.1700 -0.8 0.3 -1.1 -0.1717
C -4.0704 -4.6101 -4.0537 -0.3 0.3 -2.5 -0.1866
O -2.7489 -4.2723 -3.7186 2.1 0.5 0.6 -0.2121
S -1.8222 -4.1947 -5.0999 -0.4 -3.3 1.1 0.7409
O -0.4009 -4.4856 -4.8937 -3.4 1.1 -0.2 -0.2324
O -2.3506 -3.0885 -5.8180 0.8 0.1 -0.3 -0.2216
O -2.5326 -5.6110 -5.6657 2.3 1.3 1.3 -0.2193
H -4.3084 -5.4034 -6.1272 -1.6 -0.2 0.6 0.1262
H -4.1488 -6.6842 -4.8449 0.5 -0.1 -0.2 0.1270
H -4.7482 -4.8585 -3.2370 0.9 -0.4 0.3 0.1360
H -4.5277 -3.7635 -4.5659 -0.1 0.3 0.2 0.1135
C 1.0058 0.4470 9.5601 0.2 0.7 0.4 -0.1998
C 0.8363 1.1609 10.9200 0.1 -0.9 1.6 -0.1445
O -0.5676 1.0868 11.2936 -1.4 -1.0 -0.8 -0.2183
S -1.4464 0.1245 10.2548 2.8 0.1 -2.2 0.7487
O -2.6226 0.7756 9.7421 1.1 -0.8 1.4 -0.2286
O -1.4015 -1.2942 10.5849 -0.3 2.6 0.2 -0.2427
O -0.2855 0.3677 9.0422 -2.3 -0.2 0.3 -0.2208
H 1.4173 -0.5624 9.5670 0.3 0.1 0.5 0.1287
H 1.6076 1.0995 8.9276 -0.1 -0.2 -0.3 0.1302
H 1.1878 2.1827 11.0626 -0.6 0.3 -1.0 0.1265
H 1.3639 0.6903 11.7495 0.1 -0.7 -0.2 0.1207
```
Forces are in eV/Å.

Values from the calculation:
- LUMO level: -0.02870 Ha
- Molar mass: 1245.9 g mol⁻¹
- Frontier orbital gap: 0.362 hartree
- Charge: 0
- DFT total energy: -13773.913545 Eh
- HOMO level: -10.63 eV
- 2S+1: 1
- Strongest force on any atom: 4.24 eV/A